C14H26N4O6SSi2 | ωB97M-V/def2-TZVPD

Results
E_HOMO: -9.5 eV
calculated total energy: -59776.4366 eV

ORCA input file:
```
! RIJCOSX wB97M-V def2-TZVPD def2/J DEFGRID3
* xyz 0 1
C 3.79087 -2.70081 0.69470
C 4.28869 -1.83439 -0.52472
O 4.60966 -0.53971 -0.02614
C 4.19963 0.51972 -0.88637
C 3.74347 1.81789 -0.11088
C 3.34957 1.58359 1.38291
C 2.09696 2.45629 1.83977
C 0.85207 1.59159 2.31229
Si -0.32789 1.16615 0.90100
N -0.94930 2.72860 0.27169
C -0.62393 2.90211 -0.87208
S -0.57672 3.11615 -2.44908
O 0.57190 0.44162 -0.37966
N 1.36806 -0.59262 0.03141
O 0.84507 -1.27872 0.84215
O -1.68250 0.29375 1.39762
Si -2.92047 0.17538 0.22351
C -4.26571 -0.91961 1.00553
C -4.99955 -0.03882 2.06805
N -5.93670 0.74953 1.72596
N -2.33690 -0.42214 -1.34541
C -3.37781 -0.45198 -2.36102
C -3.19063 0.54082 -3.53726
O -4.34625 -1.14499 -2.31771
C -1.58882 -1.67501 -1.27213
C -1.94597 -2.87090 -0.36688
O -0.65083 -1.78955 -2.00136
H 2.98484 -3.39634 0.37057
H 3.33144 -2.01278 1.43623
H 4.61713 -3.24321 1.19360
H 5.16916 -2.31132 -1.01610
H 3.46349 -1.84767 -1.26701
H 3.36512 0.25127 -1.57256
H 5.06961 0.74418 -1.55596
H 2.84399 2.23906 -0.62162
H 4.54039 2.57945 -0.23127
H 3.11296 0.53339 1.63758
H 4.19171 1.89312 2.04225
H 1.77324 3.15250 1.03609
H 2.40653 3.05415 2.72042
H 1.18813 0.66063 2.82569
H 0.28804 2.19198 3.06407
H -3.49206 1.52393 0.03792
H -3.83909 -1.79314 1.55319
H -4.94407 -1.31072 0.22011
H -4.65652 -0.16270 3.11271
H -6.01997 0.62241 0.70680
H -3.73751 0.21840 -4.44029
H -2.10924 0.67515 -3.76354
H -3.54566 1.55313 -3.22654
H -2.89612 -3.34858 -0.70154
H -1.93989 -2.64643 0.71841
H -1.16160 -3.64381 -0.52511
*
```

=====

C14H26NOPPt | ωB97M-V/def2-TZVPD

Results
E_HOMO (spin up / spin down): -12.2 / -15.0 eV
calculated total energy: -30989.5404 eV

ORCA input file:
```
! RIJCOSX wB97M-V def2-TZVPD def2/J DEFGRID3
* xyz 2 5
C 0.35793 3.51632 -3.29303
C -0.92467 3.00189 -3.17050
C -1.13172 1.72910 -2.62577
C -0.02321 0.93850 -2.29297
C 1.25628 1.50730 -2.30831
C 1.44546 2.79242 -2.82070
C -2.57344 1.35754 -2.38060
C -2.77377 -0.02037 -1.78232
N -2.09211 -1.07898 -2.63141
Pt -0.17595 -1.09961 -1.84798
C 2.41560 0.77004 -1.71060
P 1.94230 -1.01230 -1.47069
H -1.79768 3.58401 -3.45764
H 2.44662 3.20841 -2.81860
H 0.49703 4.50271 -3.71291
H 2.66662 1.15664 -0.70622
H 3.33535 0.83948 -2.31445
H -3.00418 2.09668 -1.68316
H -3.15676 1.44490 -3.31301
H -2.28080 -0.11662 -0.80508
C 2.67626 -1.40804 0.12904
C 2.90489 -1.82476 -2.77830
H -3.82178 -0.29515 -1.67460
C -1.93888 -0.77005 -4.10062
C -2.72932 -2.41863 -2.41035
H 1.09601 -1.03396 3.18748
H -2.46010 -1.55030 -4.66296
H -2.33342 0.20995 -4.37847
H -0.86566 -0.79040 -4.35234
H -3.00971 -2.83765 -3.38107
H -2.02606 -3.08215 -1.90630
H -3.61864 -2.29280 -1.78478
H 3.97731 -1.61090 -2.71141
H 2.74535 -2.90238 -2.69359
H 2.53628 -1.48938 -3.75355
H 3.76702 -1.26519 0.11008
H 2.23506 -0.77257 0.91032
H 2.44892 -2.45773 0.35141
H -0.17854 -2.65578 -1.36942
C 0.40296 0.43384 4.27801
O 1.11289 -0.07333 3.14588
H -0.67584 0.28208 4.17238
H 0.58951 1.50703 4.30023
H 0.74382 0.01046 5.23159
*
```

=====

C14H27BFI2O3 | ωB97M-V/def2-TZVPD

Results
E_HOMO: -5.1 eV
calculated total energy: -40696.7624 eV

ORCA input file:
```
! RIJCOSX wB97M-V def2-TZVPD def2/J DEFGRID3
* xyz -1 1
C -1.76567 -0.24791 -3.19164
C -2.74147 0.90568 -3.40417
O -2.96937 1.65210 -2.22342
C -1.95869 2.62215 -1.97364
C -2.18846 3.23526 -0.58277
C -1.03076 3.04485 0.42986
C -1.39754 2.28946 1.73253
C -0.37027 1.20018 2.10420
C -0.11222 0.18491 0.96500
O 1.17906 0.39950 0.44303
B 1.60973 -0.89654 -0.10734
C 3.22327 -1.00938 -0.26286
I 4.20151 -0.01961 1.39565
C 3.79213 -2.40169 -0.54398
C 2.90659 -3.21871 -1.49016
I 4.17023 -3.62836 1.19714
O 1.10207 -1.86309 0.89944
C -0.16046 -1.36846 1.25363
C -0.42733 -1.87628 2.67170
C 0.65707 -1.56151 3.68146
F -1.67485 -1.38059 3.12611
H -0.72245 0.06836 -3.21720
H -1.90654 -1.01899 -3.95768
H -1.93925 -0.70153 -2.21246
H -2.37720 1.57606 -4.20151
H -3.72358 0.53428 -3.71700
H -2.00547 3.38454 -2.76929
H -0.96487 2.15386 -2.02141
H -2.41487 4.30180 -0.69529
H -3.10478 2.77462 -0.19668
H -0.62828 4.03009 0.69595
H -0.20219 2.51301 -0.04980
H -1.46421 2.99732 2.56907
H -2.39472 1.83936 1.63984
H 0.59425 1.67020 2.32156
H -0.70023 0.70247 3.01783
H -0.86840 0.36007 0.17563
H 1.06774 -1.10164 -1.22011
H 3.56667 -0.37598 -1.09003
H 4.79472 -2.32553 -0.97233
H 2.51319 -2.55880 -2.27036
H 2.04862 -3.64092 -0.96315
H 3.48391 -4.02772 -1.94736
H -0.94619 -1.78464 0.60035
H -0.55652 -2.96274 2.60727
H 1.60523 -1.90332 3.25848
H 0.73508 -0.48864 3.86894
H 0.46577 -2.07756 4.62701
*
```

=====

C14H27F3NO9S2 | ωB97M-V/def2-TZVPD

Results
E_HOMO: -13.0 eV
calculated total energy: -64682.7045 eV

ORCA input file:
```
! RIJCOSX wB97M-V def2-TZVPD def2/J DEFGRID3
* xyz 1 1
C -0.50630 -3.02943 -0.66519
C 0.60743 -2.89824 -1.90021
C 0.10303 -1.78776 -3.01426
C 0.77994 -0.30061 -2.81543
C 0.43730 0.41909 -1.37783
C 1.55180 1.52796 -0.81671
N 0.64330 2.76489 -0.67585
C -0.67919 2.23642 -0.09019
C -1.07984 0.96977 -1.07538
C -1.98470 1.57754 -2.32519
O -2.98982 0.64322 -2.85089
C -4.09493 0.40708 -1.91360
F -4.10994 -1.01443 -1.42865
F -5.36708 0.55069 -2.71598
F -4.20835 1.37861 -0.80352
H -0.15944 -2.40259 0.27701
H -0.64505 -4.14228 -0.29792
H -1.56971 -2.61285 -0.99637
H 0.77867 -3.96087 -2.39271
H 1.61595 -2.54022 -1.41362
H 0.44239 -2.16569 -4.08754
H -1.07164 -1.78341 -3.02398
H 1.96218 -0.46615 -2.82636
H 0.53716 0.45318 -3.69169
H 0.54773 -0.43562 -0.55229
H 1.89477 1.33488 0.29871
H 2.52482 1.65190 -1.48973
H 0.58003 3.06332 -1.69307
H 1.04446 3.53212 -0.06102
H -1.40770 3.14717 0.00361
H -0.34722 1.67852 0.90769
H -1.63858 0.04582 -0.62339
H -2.41267 2.66554 -2.09364
H -1.20305 1.75134 -3.21166
C 1.72551 7.59397 2.18846
C 1.21755 6.45787 3.07219
O 1.43389 5.26998 2.31398
S 2.76374 5.46593 1.39012
O 3.88258 4.85737 2.07495
O 2.41819 5.16061 0.02125
O 2.89193 7.08381 1.54472
H 0.99376 7.84913 1.41516
H 1.96977 8.48913 2.76665
H 0.16008 6.56720 3.32431
H 1.80509 6.38223 3.99329
C -0.48558 -7.62291 1.93081
C -0.75372 -7.12223 3.34755
O 0.26801 -6.16130 3.60339
S 0.65923 -5.41878 2.20480
O -0.06430 -4.16841 2.14002
O 2.08920 -5.51108 2.02292
O -0.06186 -6.47640 1.19516
H 0.32825 -8.35508 1.91898
H -1.37582 -8.06221 1.47282
H -0.72076 -7.92621 4.08666
H -1.72055 -6.61150 3.40863
*
```